[1]
The following is a DFT calculation (ωB97M-V/def2-TZVPD) of a molecular structure, C35H29AuN3O4Te.

Geometry as XYZ:
```
73
Properties=species:S:1:pos:R:3:forces:R:3
Au -0.1597 1.6233 0.8591 -1.219 -1.777 0.378
C -3.9977 -3.1428 -2.7318 -0.098 -0.121 0.055
C -3.0309 -2.1550 -2.1668 0.093 0.169 0.247
C -2.2756 -1.3308 -3.0050 -0.064 0.036 0.401
C -1.3584 -0.4423 -2.4903 0.260 0.553 0.966
C -0.6264 0.5504 -3.3252 0.359 -0.082 -0.478
O -0.3203 1.6366 -2.8862 -0.248 0.185 -0.100
C -0.2873 0.1679 -4.7195 0.158 0.213 -0.299
C -0.1533 1.1967 -5.6543 -0.082 -0.150 0.089
C 0.1947 0.9086 -6.9595 0.003 0.112 -0.007
C 0.4354 -0.4012 -7.3411 0.010 -0.048 0.034
C 0.3309 -1.4230 -6.4111 0.068 -0.109 -0.088
C -0.0288 -1.1460 -5.1047 -0.036 0.164 0.043
C -1.1146 -0.3556 -1.0765 -2.135 -1.019 -0.353
O -0.1212 0.3354 -0.6851 1.800 1.246 1.260
C -1.9627 -1.1323 -0.2160 0.476 0.126 -0.513
C -2.8763 -2.0151 -0.7943 -0.091 -0.108 -0.369
C -1.8579 -1.0689 1.2309 0.146 -0.002 -0.538
N -1.2592 -0.1108 1.8407 -0.251 1.312 -0.902
C -1.0431 -0.0611 3.2559 0.577 0.407 1.051
C 0.4484 -0.1290 3.5652 -0.112 -0.569 -0.162
Te 1.2886 -2.0353 2.9501 0.396 0.385 -0.189
C 1.9694 -1.3736 1.0311 -0.231 -0.271 0.610
C 2.9617 -0.4059 0.9641 -0.013 0.007 0.120
C 3.4083 0.0353 -0.2669 0.007 0.153 -0.131
C 2.8661 -0.4839 -1.4316 0.036 -0.020 -0.034
C 1.8946 -1.4655 -1.3613 0.157 -0.170 -0.091
C 1.4486 -1.9194 -0.1328 0.089 -0.139 0.154
C -2.4752 -2.1897 2.0020 -0.026 -0.277 0.407
C -3.5729 -1.9743 2.8316 0.101 0.090 -0.180
C -4.0959 -3.0181 3.5771 -0.022 0.044 0.035
C -3.5188 -4.2757 3.5211 0.006 0.052 -0.008
C -2.4347 -4.4989 2.6891 0.040 0.027 -0.055
C -1.9200 -3.4654 1.9247 -0.033 0.053 -0.205
H -4.0272 -3.0794 -3.8160 -0.062 -0.045 -0.050
H -5.0006 -2.9787 -2.3416 -0.091 0.021 -0.032
H -3.7083 -4.1558 -2.4510 -0.004 -0.062 -0.060
H -2.4519 -1.3587 -4.0707 0.074 -0.023 -0.084
H -0.3355 2.2137 -5.3413 -0.005 0.064 0.045
H 0.2846 1.7082 -7.6786 0.005 0.065 -0.079
H 0.7154 -0.6242 -8.3594 0.009 -0.033 -0.087
H 0.5365 -2.4401 -6.7059 0.033 -0.114 -0.025
H -0.0824 -1.9478 -4.3834 -0.032 -0.089 0.061
H -3.5013 -2.6147 -0.1486 -0.046 -0.015 0.052
H -1.5607 -0.8760 3.7755 0.050 0.209 -0.276
H -1.4313 0.8968 3.6177 -0.113 -0.071 0.001
H 0.6101 -0.0211 4.6352 0.061 0.019 -0.010
H 0.9871 0.6508 3.0304 0.220 0.042 0.114
H 3.3891 -0.0013 1.8703 0.035 0.021 0.055
H 4.1811 0.7865 -0.3139 0.072 0.107 -0.029
H 3.1996 -0.1223 -2.3912 0.058 0.031 -0.125
H 1.4661 -1.8686 -2.2668 -0.015 -0.073 -0.131
H 0.6774 -2.6764 -0.0853 -0.045 -0.061 0.000
H -4.0217 -0.9936 2.8875 -0.051 0.133 0.025
H -4.9475 -2.8432 4.2149 -0.105 0.036 0.054
H -3.9124 -5.0776 4.1251 -0.060 -0.094 0.045
H -1.9817 -5.4775 2.6400 0.035 -0.067 -0.034
H -1.0806 -3.6512 1.2689 0.028 0.031 0.023
O -0.5514 3.2377 2.1004 0.438 -1.066 -0.926
N 0.4257 3.9641 2.4934 0.043 0.767 1.158
N 1.6023 3.5955 2.2386 -0.799 -0.350 -0.379
O 1.9048 2.4907 1.6388 -0.592 -0.491 -0.565
C 2.6430 4.4241 2.7233 1.033 0.907 0.323
C 2.4497 5.7992 2.7899 -0.025 -0.226 -0.090
C 3.4688 6.5928 3.2810 0.047 -0.064 0.086
C 4.6547 6.0208 3.7211 -0.011 -0.022 -0.077
C 4.8328 4.6467 3.6587 -0.051 0.099 0.027
C 3.8315 3.8427 3.1459 -0.352 -0.212 -0.085
H 1.5172 6.2245 2.4569 -0.063 0.087 -0.040
H 3.3322 7.6607 3.3303 -0.012 0.126 -0.011
H 5.4443 6.6497 4.1032 0.045 0.042 0.063
H 5.7422 4.1976 4.0290 0.069 -0.022 -0.053
H 3.9422 2.7706 3.0952 0.054 -0.078 -0.032
```
Forces are in eV/Å.

Summary:
- lowest unoccupied orbital energy (alpha / beta) (Ha) = -0.23652 / -0.23632
- HOMO level (alpha / beta) (eV) = -10.476 / -10.476
- charge = +1

Atomic partial charges in e from the Löwdin method, atoms 1 to 2: 1.3034, -0.0313

=====

[2]
The following is a DFT calculation (ωB97M-V/def2-TZVPD) of 2 unconnected molecules or ions with the total composition C10H21N2O3.

Geometry as XYZ:
```
36
Properties=species:S:1:pos:R:3:forces:R:3
C -1.5205 1.0594 1.1164 -0.042 -3.119 -1.608
C 0.7178 1.9246 0.4626 0.156 -1.486 -0.455
C 0.2143 -0.8358 4.2489 0.205 -0.567 1.257
C 2.4678 -0.0032 3.2305 -0.049 -1.084 1.590
C -0.3484 1.2236 -2.4572 -1.526 3.239 -0.810
C 0.7771 -1.0083 -2.4454 -0.602 -3.264 -4.797
C -1.7357 -0.9501 -2.1983 0.939 0.037 1.991
C 1.0624 -0.4052 3.0795 -1.822 -0.178 -2.501
C -0.1684 0.9207 0.4540 -2.114 2.855 -1.119
C -0.3165 -0.1696 -1.9106 -1.619 -1.901 -0.344
N -1.9225 -1.0081 -3.5734 -1.265 -1.418 -1.109
N 0.0061 -0.2329 -0.4627 1.180 1.704 2.341
O -2.4021 0.2285 0.9024 1.155 1.007 0.064
O 0.6786 3.0808 1.0971 -1.477 1.312 1.509
O 0.5853 -0.3627 1.9093 1.516 -2.140 3.893
H -1.7136 1.8027 1.8604 0.206 1.045 0.483
H 1.6714 1.6826 -0.0236 -0.136 0.832 0.089
H 0.8801 -1.4245 4.9160 -0.222 -0.243 -0.578
H 0.0277 -0.0205 5.0333 -0.426 -0.669 -1.623
H -0.6618 -1.5113 3.9423 1.133 1.540 0.537
H 2.5305 0.5611 4.1564 0.426 0.888 -0.311
H 2.8439 0.3381 2.3035 0.373 1.185 -0.568
H 3.1076 -0.8467 3.4712 -0.126 -0.619 0.086
H -0.8224 2.0508 -1.8135 0.786 -1.651 -0.261
H -0.9735 1.4915 -3.3958 1.086 -1.450 1.177
H 0.6531 1.5769 -2.6810 0.213 0.074 -0.030
H 1.7431 -0.6320 -2.4485 1.873 1.219 0.550
H 0.6379 -1.1917 -3.6053 0.061 0.641 2.082
H 0.8535 -2.0979 -2.1514 -0.501 1.221 0.508
H -1.8344 -2.0591 -1.9201 0.793 1.643 0.647
H -2.5063 -0.4122 -1.6310 -0.006 0.015 -0.306
H -0.1673 3.3296 1.6284 2.004 -1.045 -1.570
H -1.4772 -0.3183 -4.0921 0.465 1.856 -0.949
H -1.4828 -1.8467 -3.8849 -0.126 -0.709 -0.580
H 0.9009 -0.7384 -0.2578 -0.458 1.056 -0.249
H -0.6167 -0.8587 -0.0551 -2.053 -1.825 0.963
```
Forces are in eV/Å.

Summary:
- lowest unoccupied orbital energy (Ha) = -0.11919
- HOMO level (eV) = -12.438
- charge = +1

Atomic partial charges in e from the Löwdin method, atoms 1 to 2: -0.1378, -0.1503

=====

[3]
The following is a DFT calculation (ωB97M-V/def2-TZVPD) of a molecular structure, C24H31Br2MoN8O6S.

Geometry as XYZ:
```
73
Properties=species:S:1:pos:R:3:forces:R:3
Mo 0.5115 -0.0287 0.2938 1.246 2.315 2.757
Br 2.9212 -0.7732 -0.9815 0.044 0.160 0.074
C 4.5396 0.2141 -0.4422 -0.127 0.069 0.086
Br 4.5384 0.6033 1.4245 0.042 0.044 0.071
H 4.5673 1.1347 -1.0114 -0.126 -0.018 -0.024
H 5.3818 -0.4267 -0.6767 -0.098 -0.131 -0.007
N -1.4712 2.2121 -7.9178 0.033 0.016 -0.036
C -1.4534 1.9249 -6.6062 -0.062 -0.015 0.181
C -2.3815 2.5303 -5.7275 0.084 -0.057 -0.077
C -2.3646 2.2401 -4.3874 0.001 0.114 0.022
C -1.4266 1.3294 -3.9035 0.099 -0.104 0.853
C -0.5054 0.7069 -4.7449 -0.016 -0.062 -0.061
C -0.5115 1.0068 -6.0821 -0.015 0.044 -0.022
S -1.5418 0.8427 -2.2419 -0.692 0.076 -0.699
O -1.9215 -0.5380 -2.1224 0.327 -0.057 0.177
O -2.3347 1.7822 -1.4624 0.156 -0.107 -0.003
N 0.0026 0.9250 -1.5178 -0.166 -0.511 0.273
C 0.4490 2.1639 -1.1872 0.269 0.642 -0.027
N 0.2492 3.2556 -1.9007 -0.011 0.061 -0.070
C 0.7631 4.3788 -1.4248 -0.028 -0.160 -0.051
C 1.5097 4.4183 -0.2398 0.051 -0.041 0.066
C 1.6665 3.2392 0.4403 0.181 -0.038 0.207
N 1.1084 2.0959 -0.0063 -0.256 -0.096 -0.714
H -2.1391 2.8570 -8.2993 -0.031 0.018 -0.023
H -0.8198 1.7912 -8.5547 0.013 -0.023 -0.028
H -3.1138 3.2194 -6.1267 -0.005 0.020 0.028
H -3.0721 2.6955 -3.7068 0.000 0.036 -0.075
H 0.1992 -0.0123 -4.3443 0.023 0.007 -0.071
H 0.1939 0.5336 -6.7523 0.015 -0.004 0.013
H 0.5838 5.2720 -2.0123 0.029 0.029 0.045
H 1.9445 5.3366 0.1254 0.025 -0.012 -0.006
H 2.2526 3.1932 1.3519 -0.025 0.041 0.028
N -1.1236 -1.6351 3.8673 0.636 -0.261 -0.515
C -1.5190 -0.2398 4.2793 -0.071 0.585 -0.016
C -2.5502 0.3637 3.3269 0.068 -0.164 -0.293
C -2.0304 1.1789 2.1364 0.050 0.231 0.267
N -1.5642 0.3818 0.9520 -0.025 0.034 -0.445
C -0.9563 2.1654 2.5713 0.051 -0.106 -0.022
C 0.2051 1.4976 3.3018 -0.304 0.182 0.021
N 1.1075 0.7485 2.3482 -0.015 0.059 0.076
C -0.3107 0.6784 4.4985 0.222 -0.298 -0.191
H -1.9480 -2.1535 3.5620 -0.049 -0.103 0.007
H -0.7444 -2.1373 4.6715 0.060 -0.066 0.042
H -0.3967 -1.6866 3.0969 -0.386 0.200 0.286
H -2.0059 -0.3807 5.2436 0.005 -0.065 -0.007
H -3.1427 1.0621 3.9205 -0.023 -0.018 0.015
H -3.2598 -0.4012 2.9928 -0.044 0.045 0.014
H -2.8840 1.7654 1.7913 0.003 -0.082 -0.116
H -1.8871 0.9378 0.1263 -0.031 -0.068 0.168
H -2.1390 -0.4571 0.8599 0.074 -0.074 -0.015
H -1.4093 2.8979 3.2420 -0.004 -0.012 0.018
H -0.5961 2.7216 1.7078 -0.046 0.080 0.016
H 0.8130 2.2890 3.7433 0.070 -0.045 -0.041
H 1.5332 -0.0338 2.8426 -0.075 -0.189 -0.158
H 1.9018 1.3569 2.1663 0.036 -0.016 -0.100
H -0.6317 1.4169 5.2346 0.025 -0.008 0.045
H 0.5059 0.1247 4.9742 0.004 0.062 0.033
O 0.0014 -1.5244 -0.6331 -1.157 -2.189 -2.166
C -0.0175 -2.7794 -0.7656 0.321 -0.671 0.548
C 0.5116 -3.5969 0.2484 0.043 0.384 -0.104
C 0.6533 -4.9842 0.0524 0.000 -0.389 -0.046
C 1.3076 -5.7261 0.9932 0.005 0.117 -0.199
C 1.8418 -5.1416 2.1431 -0.052 0.077 -0.016
C 1.6719 -3.7882 2.3724 0.064 -0.037 0.062
C 1.0165 -2.9873 1.4379 -0.192 0.392 0.180
O 0.8305 -1.6885 1.7134 -0.105 -0.044 -0.239
N 1.4846 -7.1814 0.7673 -0.183 -0.127 0.066
O 2.1150 -7.7793 1.6074 -0.024 0.069 -0.132
O 0.9603 -7.6384 -0.2231 0.152 0.075 0.125
H -0.4082 -3.1989 -1.6940 -0.091 0.179 -0.029
H 0.2672 -5.4769 -0.8326 0.016 0.036 -0.027
H 2.3891 -5.7660 2.8381 -0.031 -0.015 0.019
H 2.0821 -3.3281 3.2627 0.026 -0.016 -0.017
```
Forces are in eV/Å.

Summary:
- lowest unoccupied orbital energy (alpha / beta) (Ha) = -0.35058 / -0.38231
- HOMO level (alpha / beta) (eV) = -14.345 / -14.348
- charge = +3
- multiplicity = 3

Atomic partial charges in e from the Löwdin method, atoms 1 to 2: 1.6546, 0.7755

=====

[4]
The following is a DFT calculation (ωB97M-V/def2-TZVPD) of 2 unconnected molecules or ions with the total composition C3H5ClO2S.

Geometry as XYZ:
```
12
Properties=species:S:1:pos:R:3:forces:R:3
C 0.0181 -0.6422 0.4405 -0.099 5.443 -0.598
C -0.9140 -1.0020 -0.6732 3.329 0.959 -1.298
C -0.4791 1.5274 0.6700 1.292 -3.033 1.724
O 2.5699 0.2518 0.9325 -0.754 0.192 -0.292
O 2.2297 -1.8420 -0.3379 -0.671 1.718 0.048
S 1.6847 -0.5676 0.1491 0.114 -2.628 0.595
Cl -0.2268 2.3855 -0.8162 0.106 -0.246 0.684
H -1.7981 -1.2849 -0.3174 -3.491 -1.787 1.818
H -0.3979 -1.7592 -1.2045 -0.070 -1.333 -0.740
H -1.2104 -0.2743 -1.4350 0.712 0.681 0.315
H -1.5041 1.4179 0.9512 -0.752 -0.160 -0.536
H 0.0280 1.7897 1.6410 0.283 0.195 -1.721
```
Forces are in eV/Å.

Summary:
- lowest unoccupied orbital energy (Ha) = -0.05054
- HOMO level (eV) = -9.500
- charge = 0

Atomic partial charges in e from the Löwdin method, atoms 1 to 2: -0.2142, -0.1811